# 1
Density functional theory data (ωB97M-V with the def2-TZVPD basis set) for an isolated ion of composition C4H3N2O4S2 and charge -1 at a distorted geometry.

The orbital gap (spin up / spin down) is 5.03 / 6.48 eV. The LUMO energy (spin up / spin down) is 3.07 / 0.57 eV. The energy above the lowest of the compared OMol25 structures with the same formula, charge and spin is 6.1 kcal/mol. The net charge is -1. The multiplicity is 3.

Last column: Mulliken spin population.
CARTESIAN COORDINATES (ANGSTROEM)
C -1.932 1.041 -1.071  0.527
C -0.566 0.509 -1.250  -0.033
C -2.556 0.501 0.028  0.709
C -0.223 -0.391 -0.337  0.501
N 2.004 -1.010 1.262  0.001
N 2.010 0.256 1.655  -0.005
O 1.421 1.112 0.976  0.027
O 2.478 0.455 2.776  0.014
O 1.061 -2.661 -0.327  0.011
O 2.200 -0.690 -1.201  -0.001
S -1.507 -0.593 0.846  0.196
S 1.381 -1.300 -0.168  0.022
H -2.302 1.727 -1.736  0.032
H -0.009 0.454 -2.092  -0.004
H -3.459 0.591 0.639  0.002

---

# 2
Density functional theory data (ωB97M-V with the def2-TZVPD basis set) for an isolated ion of composition C28H41NO7P and charge +1.

The orbital gap is 6.59 eV. The LUMO energy is -4.31 eV. The energy above the lowest of the compared OMol25 structures with the same formula, charge and spin is 0.0 kcal/mol. The SMILES is CCCCCCCc1c(P(C)O)c(C(=O)O)c(COc2cc(C)ccc2C(C)C)c(COC(C)=O)[n+]1O. The net charge is +1.

Last column: Löwdin charge in e.
CARTESIAN COORDINATES (ANGSTROEM)
C 3.137 -3.200 -2.704  -0.095
C 2.557 -3.616 -1.351  -0.250
C 1.095 -3.198 -1.150  -0.207
C 0.070 -4.296 -1.500  -0.170
C -1.128 -3.835 -2.362  -0.184
C -2.515 -4.152 -1.794  -0.151
C -3.143 -3.095 -0.851  -0.133
C -2.248 -1.970 -0.466  -0.164
C -2.185 -0.748 -1.137  -0.161
P -3.316 -0.563 -2.639  0.948
C -2.125 -0.309 -3.994  -0.225
O -3.952 0.930 -2.520  -0.276
C -1.291 0.217 -0.649  -0.016
C -1.273 1.567 -1.334  -0.520
O -2.089 2.388 -1.083  0.176
O -0.306 1.759 -2.244  0.149
C -0.471 -0.002 0.463  -0.011
C 0.498 1.035 0.984  -0.118
O -0.087 2.310 1.023  -0.045
C 0.757 3.375 0.727  -0.206
C 0.497 4.120 -0.409  0.039
C 1.296 5.202 -0.771  -0.255
C 0.990 5.977 -2.018  -0.038
C 2.373 5.521 0.057  -0.028
C 2.601 4.798 1.221  -0.013
C 1.800 3.711 1.593  -0.135
C 2.135 3.036 2.914  -0.326
C 0.888 2.747 3.791  -0.038
C 3.091 1.823 2.774  -0.044
C -0.579 -1.242 1.097  -0.072
C 0.194 -1.696 2.315  -0.081
O -0.669 -2.109 3.363  -0.029
C -1.052 -1.038 4.194  -0.485
C -2.243 -0.257 3.715  0.048
O -0.447 -0.828 5.188  0.188
N -1.440 -2.152 0.600  0.009
O -1.425 -3.395 1.187  0.090
H 4.218 -3.097 -2.646  0.073
H 2.728 -2.243 -3.019  0.064
H 2.945 -3.960 -3.459  0.074
H 2.671 -4.682 -1.168  0.110
H 3.141 -3.118 -0.575  0.100
H 0.882 -2.287 -1.710  0.096
H 0.987 -2.974 -0.086  0.073
H -0.292 -4.790 -0.602  0.101
H 0.595 -5.070 -2.058  0.111
H -1.024 -2.784 -2.637  0.085
H -1.063 -4.390 -3.296  0.114
H -3.189 -4.282 -2.637  0.113
H -2.468 -5.116 -1.295  0.117
H -3.513 -3.574 0.052  0.120
H -4.008 -2.684 -1.355  0.071
H -1.102 -0.145 -3.680  0.027
H -2.461 0.514 -4.618  0.062
H -2.163 -1.222 -4.583  0.039
H -4.646 0.949 -1.851  0.071
H 0.319 1.024 -2.259  0.129
H 0.831 0.772 1.975  0.079
H 1.391 1.056 0.350  0.159
H -0.345 3.885 -1.043  0.100
H 1.902 6.247 -2.548  0.083
H 0.310 5.425 -2.663  0.078
H 0.503 6.914 -1.745  0.089
H 3.009 6.350 -0.221  0.116
H 3.418 5.103 1.859  0.117
H 2.692 3.783 3.471  0.119
H 0.695 1.684 3.923  0.053
H 0.020 3.238 3.364  0.081
H 1.019 3.195 4.772  0.084
H 3.363 1.632 1.740  0.076
H 3.988 1.983 3.364  0.081
H 2.626 0.921 3.176  0.057
H 0.807 -2.549 2.030  0.145
H 0.871 -0.940 2.688  0.124
H -2.875 -0.053 4.573  0.104
H -1.893 0.677 3.278  0.097
H -2.817 -0.838 2.999  0.081
H -2.067 -3.367 1.914  0.153

---

# 3
Density functional theory data (ωB97M-V with the def2-TZVPD basis set) for a 36-piece molecular cluster, C9H86BrO41PS overall at a distorted geometry.

The orbital gap is 9.05 eV. The LUMO energy is -0.56 eV.

Last column: Löwdin charge in e.
CARTESIAN COORDINATES (ANGSTROEM)
C -3.427 2.327 0.111  -0.080
C -3.047 1.273 -0.948  -0.354
C -4.081 1.320 -2.063  -0.093
C -2.938 -0.110 -0.251  -0.288
C -3.777 -1.222 -0.897  -0.057
C -1.522 -0.664 -0.209  -0.161
O -0.541 0.353 0.183  -0.080
C 0.542 -0.155 0.753  -0.743
Br 1.372 -1.678 -0.237  0.952
O 0.206 -0.592 2.089  0.069
C 1.182 -0.275 2.957  -0.517
O 1.411 -0.773 4.006  0.202
O 1.902 0.774 2.469  0.056
C 1.711 0.817 1.069  -0.333
P 1.636 2.595 0.564  0.248
O 2.215 2.643 -0.942  -0.172
O 2.821 3.149 1.546  -0.247
S 0.026 3.563 0.839  0.461
H -2.624 2.466 0.835  0.027
H -3.622 3.256 -0.425  0.073
H -4.351 2.038 0.612  0.080
H -2.083 1.563 -1.372  0.106
H -4.074 2.299 -2.545  0.084
H -5.100 1.154 -1.726  0.042
H -3.889 0.596 -2.852  0.065
H -3.298 -0.023 0.778  0.139
H -3.674 -2.153 -0.334  0.083
H -3.406 -1.429 -1.903  0.084
H -4.829 -0.969 -0.915  0.063
H -1.509 -1.505 0.486  0.111
H -1.245 -1.058 -1.190  0.082
H 2.606 0.417 0.584  0.096
H 3.066 2.176 -0.996  0.091
H 3.545 2.489 1.591  0.048
O -2.119 -2.303 2.867  -0.048
H -2.273 -2.378 3.816  0.007
H -1.364 -1.707 2.818  0.004
O 1.976 5.937 2.961  -0.060
H 1.735 5.643 3.847  0.038
H 2.406 5.173 2.565  -0.013
O 3.687 0.522 5.467  -0.058
H 4.007 -0.345 5.764  0.024
H 2.847 0.284 5.050  0.014
O -6.303 3.323 -0.971  -0.046
H -6.551 3.640 -1.851  0.017
H -6.707 3.956 -0.369  0.053
O -0.326 0.781 -3.197  -0.027
H -0.598 0.784 -2.272  0.008
H 0.457 1.344 -3.218  0.051
O -0.877 -2.754 -2.739  -0.071
H -0.694 -2.236 -3.535  0.005
H -0.102 -3.320 -2.646  0.004
O 2.854 3.751 4.820  -0.043
H 2.426 3.367 4.045  0.017
H 3.677 4.122 4.482  0.042
O -1.513 -3.103 5.701  -0.047
H -1.645 -3.427 6.599  0.056
H -1.161 -3.865 5.228  0.060
O 5.276 0.634 7.947  -0.061
H 4.939 0.802 7.056  0.010
H 4.687 1.154 8.516  0.007
O -1.898 -0.540 7.188  -0.044
H -1.984 -0.810 8.108  0.052
H -1.634 -1.338 6.713  0.002
O -7.162 0.804 -2.589  -0.055
H -7.348 1.540 -1.993  0.017
H -7.632 0.058 -2.198  0.026
O 0.180 1.234 8.194  -0.074
H -0.454 0.932 7.527  0.000
H 0.960 1.494 7.694  0.023
O -3.502 1.527 -5.139  -0.058
H -3.906 1.177 -5.937  0.029
H -2.597 1.739 -5.406  0.012
O -8.949 -1.274 -3.475  -0.060
H -9.425 -1.628 -4.233  0.037
H -8.079 -1.047 -3.823  0.027
O 1.996 -1.112 -4.241  -0.054
H 2.138 -1.910 -3.710  0.019
H 1.247 -0.663 -3.824  0.010
O -1.145 0.670 -6.608  -0.045
H -0.886 1.095 -7.433  0.050
H -0.407 0.078 -6.415  0.023
O 2.143 -4.025 -2.940  -0.048
H 1.919 -4.331 -2.054  0.025
H 2.523 -4.803 -3.367  0.053
O 5.107 1.991 2.918  -0.040
H 4.796 1.832 3.822  0.028
H 5.933 2.475 3.022  0.053
O 1.727 -5.126 0.962  -0.064
H 1.324 -5.387 1.803  0.029
H 1.597 -4.173 0.903  -0.025
O -7.625 4.319 -3.737  -0.047
H -8.101 4.948 -4.288  0.042
H -8.218 3.562 -3.668  0.039
O 0.633 -7.554 -1.034  -0.045
H 1.074 -6.967 -0.408  0.008
H -0.162 -7.846 -0.579  0.045
O -1.799 -2.105 -5.351  -0.043
H -2.300 -1.454 -5.857  0.046
H -2.354 -2.893 -5.340  0.067
O 1.604 7.220 0.245  -0.072
H 1.387 6.917 1.138  -0.003
H 2.012 6.455 -0.172  0.016
O 0.743 -7.207 2.885  -0.045
H 0.490 -7.571 3.740  0.047
H 1.187 -7.934 2.436  0.049
O 1.308 -0.335 -8.232  -0.062
H 2.078 -0.886 -8.058  0.051
H 0.584 -0.972 -8.179  0.027
O 4.325 -3.953 1.376  -0.074
H 5.169 -4.414 1.356  0.033
H 3.653 -4.649 1.418  -0.008
O -6.446 -2.828 -0.736  -0.049
H -6.724 -3.035 0.161  0.040
H -6.093 -3.656 -1.076  0.040
O 0.958 -2.499 -6.467  -0.072
H 1.374 -1.904 -5.821  -0.004
H 0.094 -2.680 -6.078  0.004
O 4.111 -1.848 7.255  -0.064
H 4.358 -1.077 7.796  0.007
H 3.342 -2.226 7.691  0.041
O 5.287 4.927 1.365  -0.033
H 6.123 4.448 1.356  0.052
H 4.607 4.244 1.388  0.004
O 1.840 -7.609 -3.891  -0.062
H 1.571 -7.985 -3.042  0.001
H 2.287 -8.327 -4.349  0.032
O 3.462 2.011 9.760  -0.037
H 3.746 2.785 10.257  0.056
H 2.689 1.682 10.229  0.054
O 6.204 6.537 -0.830  -0.061
H 5.821 6.295 0.027  0.002
H 6.060 7.485 -0.907  0.048
O 7.892 4.236 -1.752  -0.071
H 7.537 4.594 -2.571  0.032
H 7.446 4.761 -1.078  -0.012
O 0.203 -0.014 -11.124  -0.064
H -0.644 0.325 -10.821  0.025
H 0.679 -0.242 -10.315  -0.007

---

# 4
Density functional theory data (ωB97M-V with the def2-TZVPD basis set) for C20H20BN7O2ReS2 as an isolated structure.

The orbital gap (spin up / spin down) is 7.29 / 7.14 eV. The LUMO energy (spin up / spin down) is -7.75 / -7.71 eV. The energy above the lowest of the compared OMol25 structures with the same formula, charge and spin is 0.0 kcal/mol. The net charge is +2. The multiplicity is 2.

Last column: Mulliken spin population.
CARTESIAN COORDINATES (ANGSTROEM)
Re 0.033 0.732 -0.564  0.974
O -1.516 4.373 -1.536  0.003
C -1.329 3.226 -1.301  0.008
N -0.044 2.634 -0.992  -0.009
C 1.175 3.418 -1.047  0.008
O 1.238 4.573 -1.310  0.008
C 2.365 2.575 -0.730  -0.007
C 3.627 3.114 -0.682  -0.006
C 4.688 2.283 -0.352  0.002
C 4.433 0.949 -0.080  -0.004
C 3.138 0.473 -0.158  -0.018
N 2.112 1.275 -0.486  0.003
C -2.440 2.213 -1.256  -0.001
C -3.737 2.572 -1.523  -0.005
C -4.710 1.578 -1.518  0.000
C -4.334 0.272 -1.250  -0.001
C -3.008 -0.015 -0.987  -0.015
N -2.069 0.945 -0.979  0.008
H 3.751 4.167 -0.899  0.001
H 5.696 2.674 -0.302  0.000
H 5.228 0.271 0.197  0.001
H 2.900 -0.555 0.063  -0.001
H -3.954 3.609 -1.742  0.000
H -5.743 1.821 -1.730  0.000
H -5.054 -0.535 -1.251  0.001
H -2.679 -1.020 -0.762  -0.004
C 2.725 -2.583 -2.524  -0.003
N 2.401 -2.703 -1.095  -0.001
C 3.197 -3.322 -0.156  0.000
C 2.521 -3.279 1.017  0.000
N 1.308 -2.653 0.797  -0.014
B 0.210 -2.800 1.978  0.017
N -1.093 -1.862 1.908  -0.013
C -2.340 -2.386 2.168  0.003
C -3.200 -1.357 2.376  0.000
N -2.469 -0.197 2.231  0.000
C -2.992 1.160 2.435  -0.005
C -1.203 -0.538 1.959  0.031
S 0.142 0.538 1.662  0.006
C 1.266 -2.316 -0.486  0.036
S -0.063 -1.470 -1.254  -0.004
H 3.794 -2.418 -2.619  0.000
H 2.188 -1.739 -2.944  0.000
H 2.443 -3.495 -3.044  0.000
H 4.161 -3.731 -0.408  0.000
H 2.782 -3.661 1.989  0.000
H -0.217 -3.922 1.912  0.000
H 0.800 -2.561 2.998  0.001
H -2.501 -3.450 2.205  0.000
H -4.248 -1.346 2.623  0.000
H -4.069 1.130 2.298  0.000
H -2.552 1.837 1.708  0.003
H -2.760 1.498 3.441  0.000

---

# 5
Density functional theory data (ωB97M-V with the def2-TZVPD basis set) for a single C3H3NO molecule at a distorted geometry.

The orbital gap is 9.15 eV. The LUMO energy is 0.10 eV. The energy above the lowest of the compared OMol25 structures with the same formula, charge and spin is 104.6 kcal/mol. The SMILES is C#CON=C.

Last column: natural (NBO) charge in e.
CARTESIAN COORDINATES (ANGSTROEM)
C -2.552 0.381 0.052  -0.378
C -1.466 -0.115 -0.109  0.319
C 1.990 -0.099 0.031  -0.124
N 0.898 0.072 0.591  -0.052
O -0.329 -0.616 -0.332  -0.432
H -3.549 0.691 0.151  0.233
H 2.866 0.288 0.537  0.223
H 2.143 -0.601 -0.920  0.211

---

# 6
Density functional theory data (ωB97M-V with the def2-TZVPD basis set) for a single C5H7NO molecule.

The orbital gap is 10.47 eV. The LUMO energy is 1.08 eV. The energy above the lowest of the compared OMol25 structures with the same formula, charge and spin is 106.5 kcal/mol.

Last column: natural (NBO) charge in e.
CARTESIAN COORDINATES (ANGSTROEM)
C -1.515 -1.025 -0.202  -0.253
N -1.826 0.370 0.063  -0.597
C -0.470 0.002 0.024  0.066
C 0.772 0.086 0.932  0.063
C 1.649 -0.239 -0.302  -0.412
C 0.603 0.802 -0.707  0.069
O 0.867 1.507 0.568  -0.519
H -1.623 -1.775 0.589  0.190
H -1.820 -1.358 -1.190  0.197
H -2.318 0.699 0.863  0.375
H 0.943 -0.198 1.975  0.198
H 1.585 -1.232 -0.756  0.202
H 2.663 0.163 -0.232  0.219
H 0.484 1.422 -1.596  0.202

---

# 7
Density functional theory data (ωB97M-V with the def2-TZVPD basis set) for C4H7NOS as an isolated structure at a distorted geometry.

The orbital gap is 10.16 eV. The LUMO energy is 0.86 eV. The energy above the lowest of the compared OMol25 structures with the same formula, charge and spin is 27.3 kcal/mol.

Last column: natural (NBO) charge in e.
CARTESIAN COORDINATES (ANGSTROEM)
C -0.984 -1.246 0.454  0.027
C -0.062 -1.428 -0.636  -0.320
C 0.586 -0.190 -0.870  -0.201
C 1.385 0.104 -2.047  -0.658
N -0.972 -0.100 0.981  -0.660
O -0.750 1.945 2.951  -0.971
S 0.066 0.917 0.371  0.712
H -1.658 -1.966 0.813  0.195
H -0.010 -2.110 -1.413  0.218
H -1.535 1.332 2.845  0.496
H -0.785 2.379 3.867  0.477
H 2.424 0.236 -1.851  0.231
H 0.966 0.892 -2.775  0.231
H 1.330 -0.764 -2.691  0.221

---

# 8
Density functional theory data (ωB97M-V with the def2-TZVPD basis set) for a 2-piece molecular cluster, C4H10N2O overall at a distorted geometry.

The orbital gap (spin up / spin down) is 8.57 / 4.61 eV. The LUMO energy (spin up / spin down) is -4.84 / -8.71 eV. The energy above the lowest of the compared OMol25 structures with the same formula, charge and spin is 62.2 kcal/mol. The net charge is +1. The multiplicity is 2.

Last column: Mulliken spin population.
CARTESIAN COORDINATES (ANGSTROEM)
N 0.540 -3.757 -0.410  0.273
C -0.001 -2.654 0.240  -0.057
N -0.504 -1.638 -0.424  0.755
H 1.028 -4.405 0.153  -0.013
H 0.891 -3.618 -1.369  -0.011
H -0.070 -2.783 1.328  0.023
H -0.416 -0.761 0.152  -0.004
C 0.363 1.903 -0.686  0.000
O 1.337 2.998 -0.527  0.003
C -0.162 1.598 0.652  0.009
C -1.471 1.713 1.038  0.019
H 0.821 1.025 -1.114  0.003
H -0.480 2.287 -1.329  0.000
H 1.493 3.352 -1.417  0.000
H 0.606 1.226 1.363  0.000
H -1.763 1.547 2.074  0.000
H -2.211 1.967 0.276  0.000